One molecule with the formula C6H12O. Source: the Open Molecules 2025 dataset; level of theory: ωB97M-V/def2-TZVPD.

HOMO-LUMO gap, eV: 9.2
Molar mass, g mol⁻¹: 100.2
2S+1: 1
E_HOMO, Ha: -0.3055

Structure (XYZ):
```
19
Properties=species:S:1:pos:R:3:forces:R:3
C -0.811832 -1.604784 -0.688794 0.0 -0.1 0.0
C -0.674589 -0.112635 -0.380533 0.0 0.1 0.0
C -1.199335 0.209054 1.029255 -0.1 -0.1 0.1
C -0.203589 2.495592 -0.144273 0.6 0.1 0.0
O 0.848899 1.741224 0.021841 -0.3 0.3 0.0
C 0.764155 0.402385 -0.572535 0.0 -0.2 -0.1
C 1.841853 -0.418985 0.114633 0.0 0.0 0.0
H -1.869300 -1.890451 -0.662788 0.2 0.0 0.0
H -0.426753 -1.857399 -1.684186 0.0 0.1 0.1
H -0.286420 -2.225180 0.046991 -0.1 0.1 -0.1
H -1.283885 0.440667 -1.100677 0.1 -0.1 0.2
H -0.840063 -0.517899 1.763285 -0.1 -0.1 -0.1
H -2.291722 0.219925 1.034523 0.1 -0.2 0.0
H -0.884080 1.185505 1.408075 -0.2 -0.3 -0.1
H -0.027444 3.314809 0.595008 0.2 0.1 -0.3
H 0.993110 0.506377 -1.640475 -0.1 0.0 0.2
H 1.589738 -0.599952 1.165115 0.0 0.0 -0.1
H 1.957111 -1.387764 -0.382038 0.0 0.2 0.1
H 2.804155 0.099519 0.077573 -0.1 0.0 0.0
```
Forces are in eV/Å.